# 1
The following is a DFT calculation (the ωB97M-V functional and the def2-TZVPD basis) of a 2-piece molecular cluster, C5H10N2O overall.

Positions of all 18 atoms, in Å:
C1 0.3649 1.6609 -1.2202
C2 1.0045 0.2995 -1.4904
C3 0.3224 -0.6479 -0.5261
C4 -0.8242 -1.3439 -0.8191
N1 -1.1136 -2.2081 0.2667
C5 -0.2296 -1.8783 1.1841
N2 0.5903 -0.8756 0.8090
H1 0.9460 2.5653 -1.4594
H2 -0.0710 1.7712 -0.2281
H3 -0.4247 1.8496 -1.9865
H4 0.7918 0.0159 -2.5129
H5 2.0850 0.3398 -1.3187
H6 -1.2005 -1.4785 -1.7989
H7 -0.0703 -2.3946 2.1530
H8 1.2862 -0.5530 1.4566
O1 -0.9577 1.1626 2.8160
H9 -0.6425 0.9089 1.9344
H10 -1.8570 0.8062 2.7404

Summary:
HOMO, Ha: -0.3223
E_LUMO, eV: 0.77
Orbital gap, eV: 9.5
F_max, eV/Å: 3.11
ΔE to the lowest compared entry with this formula, charge and spin, kcal/mol: 22.7
Structure (SMILES): CCc1cnc[nH]1.O

Results of the natural (NBO) charge analysis, in e, for atoms 1 through 2: -0.610, -0.435

# 2
The following is a DFT calculation (the ωB97M-V functional and the def2-TZVPD basis) of a 8-piece molecular cluster, C17H47N2O11S7 overall.

Positions of all 84 atoms, in Å:
N1 2.9971 1.8031 0.8026
C1 2.2698 3.0709 0.4544
C2 1.1637 3.4869 1.5474
O1 -0.1805 3.7157 1.0127
N2 -0.1742 4.5050 -0.0994
O2 -0.5913 3.7943 -0.9848
C3 3.2702 4.3548 0.3372
O3 2.8097 5.3664 -0.3194
O4 4.5272 4.3943 0.8847
H1 2.6162 1.3861 1.6736
H2 2.7614 1.1255 0.0496
H3 1.8495 2.9219 -0.5964
H4 1.5373 4.4287 2.0806
H5 1.0705 2.6851 2.3692
C4 1.6944 0.3367 5.3446
S1 2.1975 -0.8413 4.0714
O5 2.0786 -0.1515 2.7533
C5 0.7655 -1.9279 4.2394
H6 2.4346 1.1374 5.3866
H7 0.7186 0.7589 5.0973
H8 1.6522 -0.1681 6.3118
H9 -0.1529 -1.3637 4.0605
H10 0.7518 -2.3607 5.2421
H11 0.8475 -2.7304 3.4986
C6 1.3101 0.3074 -3.3971
S2 2.8655 -0.5069 -3.8117
O6 3.7375 -0.4530 -2.6009
C7 3.4469 0.7651 -4.9536
H12 0.7879 -0.3000 -2.6563
H13 1.5061 1.2970 -2.9800
H14 0.6924 0.3934 -4.2932
H15 3.5121 1.7258 -4.4394
H16 2.7604 0.8369 -5.7993
H17 4.4358 0.4793 -5.3139
C8 -2.0953 -5.5445 1.6208
S3 -1.5534 -4.0702 2.5109
O7 -0.0716 -4.1681 2.6822
C9 -2.3087 -4.5164 4.0892
H18 -1.7010 -5.5003 0.6041
H19 -1.7175 -6.4402 2.1178
H20 -3.1859 -5.5673 1.5831
H21 -1.9170 -5.4760 4.4322
H22 -3.3922 -4.5730 3.9713
H23 -2.0644 -3.7438 4.8191
C10 -3.1051 4.2015 -3.0390
S4 -3.1705 2.7264 -4.0753
O8 -1.8794 2.6500 -4.8281
C11 -4.4247 3.3511 -5.2156
H24 -2.3466 4.0456 -2.2705
H25 -2.8381 5.0727 -3.6407
H26 -4.0757 4.3568 -2.5640
H27 -4.0762 4.2731 -5.6853
H28 -5.3527 3.5341 -4.6712
H29 -4.5991 2.5968 -5.9839
C12 -2.3755 -1.6594 -4.2913
S5 -4.1440 -1.4555 -3.9901
O9 -4.3105 -0.2987 -3.0588
C13 -4.3408 -2.9650 -3.0186
H30 -2.0193 -0.7982 -4.8593
H31 -1.8390 -1.7144 -3.3423
H32 -2.2070 -2.5688 -4.8711
H33 -3.6814 -2.9377 -2.1494
H34 -4.1072 -3.8315 -3.6398
H35 -5.3775 -3.0278 -2.6854
C14 0.9395 5.5869 6.0811
S6 2.2701 5.2518 4.9061
O10 1.9916 3.9254 4.2821
C15 3.5578 5.0054 6.1475
H36 0.0150 5.7357 5.5217
H37 0.8197 4.7408 6.7610
H38 1.1703 6.4926 6.6450
H39 3.2750 4.1954 6.8230
H40 3.7042 5.9298 6.7093
H41 4.4839 4.7431 5.6350
C16 0.0087 -7.4457 -2.2040
S7 -0.1951 -5.6992 -1.7936
O11 -1.4532 -5.2278 -2.4516
C17 1.1902 -5.1111 -2.7898
H42 -0.7855 -8.0106 -1.7139
H43 -0.0607 -7.5855 -3.2844
H44 0.9770 -7.7947 -1.8411
H45 1.0472 -5.3968 -3.8336
H46 2.1200 -5.5360 -2.4082
H47 1.2326 -4.0240 -2.7147

Summary:
HOMO, Ha: -0.1169
E_LUMO, eV: 1.71
Charge: -1
Orbital gap, eV: 4.9
F_max, eV/Å: 5.74

Results of the Mulliken charge analysis, in e, for atoms 1 through 2: -0.648, 0.951

# 3
The following is a DFT calculation (the ωB97M-V functional and the def2-TZVPD basis) of an isolated ion of composition C5H9N2 and charge +1.

Positions of all 16 atoms, in Å:
C1 -2.2959 -0.4892 -0.1459
C2 -1.1386 0.3060 -0.7385
C3 0.2328 0.1071 -0.2239
C4 0.9053 -0.9709 0.2310
N1 2.0716 -0.5221 0.8141
C5 2.1320 0.7999 0.7294
N2 1.0095 1.2120 0.1811
H1 -2.3363 -0.4067 0.9443
H2 -2.2237 -1.5336 -0.4161
H3 -3.2139 -0.1193 -0.5871
H4 -1.0161 -0.0533 -1.7758
H5 -1.3946 1.3252 -1.0158
H6 0.7205 -1.9968 0.0003
H7 2.8394 -1.1258 1.0612
H8 2.9227 1.3650 1.1858
H9 0.7853 2.1024 -0.2441

Summary:
HOMO, Ha: -0.5204
E_LUMO, eV: -3.31
Charge: +1
Orbital gap, eV: 10.9
F_max, eV/Å: 2.80
ΔE to the lowest compared entry with this formula, charge and spin, kcal/mol: 22.0
Structure (SMILES): CCc1c[nH]c[nH+]1

Results of the natural (NBO) charge analysis, in e, for atoms 1 through 2: -0.596, -0.471